No. 1
This record from the OMol25 dataset describes an isolated molecule of C5H11NO. The level of theory is ωB97M-V with the def2-TZVPD basis set.

Geometry (Å):
1 C -1.9786 -0.1874 -0.9320
2 C -1.4956 -0.3400 0.5013
3 N -0.0235 -0.4317 0.7236
4 C 0.6022 0.7088 1.4110
5 C 0.7319 0.5339 -0.0529
6 C 1.9660 -0.0236 -0.7524
7 O 2.6707 -0.9154 0.0829
8 H -3.0008 0.1927 -0.9008
9 H -1.9605 -1.1507 -1.4448
10 H -1.4473 0.5049 -1.6104
11 H -1.9078 0.4375 1.1607
12 H -1.9053 -1.2857 0.8693
13 H -0.0593 1.5174 1.7326
14 H 1.4201 0.4646 2.0875
15 H 0.1176 1.1861 -0.6530
16 H 1.6280 -0.5142 -1.6843
17 H 2.6389 0.8005 -1.0168
18 H 2.0033 -1.4975 0.4784

Results
* relative energy (zero: lowest compared OMol25 entry of this formula, charge and spin): 52.9 kcal/mol
* electronic energy: -327.047030 Eh
* net charge: 0

Per-atom Löwdin charges, elementary charge units:
1. C -0.096
2. C -0.236
3. N -0.078
4. C -0.084
5. C -0.293
6. C -0.221
7. O -0.068
8. H 0.073
9. H 0.073
10. H 0.067
11. H 0.107
12. H 0.106
13. H 0.106
14. H 0.108
15. H 0.117
16. H 0.119
17. H 0.120
18. H 0.081



No. 2
This record from the OMol25 dataset describes a structure of composition C20H42Br16InNO3. The level of theory is ωB97M-V with the def2-TZVPD basis set.

Geometry (Å):
1 N 1.4860 -0.2656 0.5918
2 C 1.4308 -0.4610 -0.8636
3 C 0.0633 -0.9655 -1.4161
4 O 0.3614 -1.6743 -2.6522
5 C -0.6992 -1.9523 -0.5120
6 In -2.9293 -1.5807 -0.4988
7 C -3.4917 0.5109 -1.1371
8 O -4.7053 0.7243 -1.3360
9 O -2.6556 1.4700 -1.3355
10 H 1.0578 0.6087 0.8742
11 H 2.4552 -0.2284 0.8924
12 H 2.2511 -1.1144 -1.1902
13 H 1.6031 0.5452 -1.3286
14 H -0.5791 -0.0895 -1.6221
15 H 0.5178 -1.0347 -3.3550
16 H -0.2873 -2.0481 0.5076
17 H -0.5636 -2.9624 -0.9637
18 H -3.6924 -1.9481 1.0950
19 H -3.6909 -2.7080 -1.6899
20 Br 0.2994 3.0714 0.5777
21 C 0.0725 3.8689 2.3321
22 C 0.7294 3.0243 3.3904
23 Br -0.3363 1.4513 3.8068
24 H -0.9949 4.0005 2.4878
25 H 0.5512 4.8471 2.2711
26 H 0.8051 3.5723 4.3289
27 H 1.7144 2.6709 3.1007
28 Br 3.1185 5.7484 4.8091
29 C 2.8779 7.5893 4.2239
30 C 1.9234 7.6737 3.0620
31 Br 2.7722 7.1148 1.4027
32 H 3.8646 7.9814 3.9954
33 H 2.4741 8.1137 5.0887
34 H 1.6170 8.7044 2.8921
35 H 1.0409 7.0531 3.1902
36 Br 3.5145 2.3079 5.1070
37 C 4.8634 2.5669 6.4836
38 C 4.3119 2.2700 7.8535
39 Br 3.1858 3.7223 8.4966
40 H 5.2309 3.5844 6.3801
41 H 5.6625 1.8701 6.2344
42 H 5.1177 2.1914 8.5818
43 H 3.7088 1.3659 7.8841
44 Br 0.5453 -5.9994 -0.5051
45 C 1.6937 -5.1892 -1.8513
46 C 3.0428 -4.8405 -1.2765
47 Br 2.9384 -3.2284 -0.1964
48 H 1.1607 -4.3254 -2.2484
49 H 1.7931 -5.9425 -2.6318
50 H 3.7517 -4.6076 -2.0701
51 H 3.4540 -5.6251 -0.6471
52 Br -5.0232 -4.0065 -5.1283
53 C -3.7965 -5.5107 -5.1389
54 C -3.4392 -5.8335 -3.7168
55 Br -2.1769 -4.5035 -3.0798
56 H -2.9349 -5.2367 -5.7412
57 H -4.3255 -6.3296 -5.6266
58 H -2.9342 -6.7958 -3.6351
59 H -4.2979 -5.8240 -3.0495
60 Br 1.7607 -1.9783 4.2175
61 C 3.1138 -1.7155 5.5862
62 C 2.5776 -2.0090 6.9627
63 Br 1.4558 -0.5543 7.6139
64 H 3.4776 -0.6965 5.4798
65 H 3.9125 -2.4117 5.3326
66 H 3.3906 -2.0843 7.6843
67 H 1.9778 -2.9133 7.0018
68 Br -3.7562 -2.8009 -9.2949
69 C -3.8789 -1.3867 -7.9587
70 C -2.5366 -0.7667 -7.6910
71 Br -1.4228 -1.9538 -6.6169
72 H -4.3160 -1.8438 -7.0747
73 H -4.5721 -0.6516 -8.3640
74 H -2.6525 0.1446 -7.1083
75 H -1.9714 -0.5484 -8.5933
76 Br -3.4147 -0.0487 -3.7062
77 C -3.5352 1.8680 -3.4473
78 C -4.5224 2.5052 -4.3894
79 Br -3.7971 2.6897 -6.1948
80 H -2.5291 2.2644 -3.5504
81 H -3.8653 1.9875 -2.4148
82 H -4.7495 3.5236 -4.0764
83 H -5.4462 1.9422 -4.4794

Results
* electronic energy: -42441.959511 Eh
* net charge: -2

Per-atom Löwdin charges, elementary charge units:
1. N -0.018
2. C -0.304
3. C -0.444
4. O -0.112
5. C -0.270
6. In 0.389
7. C -0.913
8. O -0.244
9. O -0.288
10. H -0.040
11. H 0.041
12. H 0.002
13. H 0.097
14. H 0.101
15. H 0.073
16. H 0.011
17. H -0.021
18. H -0.146
19. H -0.140
20. Br 0.718
21. C -0.685
22. C -0.773
23. Br 0.637
24. H 0.057
25. H 0.014
26. H 0.014
27. H -0.009
28. Br 0.630
29. C -0.692
30. C -0.699
31. Br 0.622
32. H 0.046
33. H 0.054
34. H 0.054
35. H 0.042
36. Br 0.680
37. C -0.672
38. C -0.696
39. Br 0.594
40. H 0.040
41. H 0.057
42. H 0.055
43. H -0.004
44. Br 0.590
45. C -0.687
46. C -0.685
47. Br 0.734
48. H 0.034
49. H 0.052
50. H 0.050
51. H 0.037
52. Br 0.631
53. C -0.706
54. C -0.699
55. Br 0.643
56. H 0.040
57. H 0.047
58. H 0.048
59. H 0.050
60. Br 0.644
61. C -0.713
62. C -0.690
63. Br 0.617
64. H -0.001
65. H 0.054
66. H 0.049
67. H 0.047
68. Br 0.546
69. C -0.693
70. C -0.698
71. Br 0.580
72. H 0.000
73. H 0.057
74. H -0.009
75. H 0.043
76. Br 0.736
77. C -0.658
78. C -0.660
79. Br 0.528
80. H 0.060
81. H 0.024
82. H 0.049
83. H 0.048



No. 3
This record from the OMol25 dataset describes a structure of composition C54H110F18N16O41S18. The level of theory is ωB97M-V with the def2-TZVPD basis set.

Geometry (Å):
1 C -3.5770 0.5327 0.4794
2 C -2.9888 -0.4657 -0.5306
3 C -1.5794 -0.0226 -1.0346
4 C -0.4985 -0.1002 0.0865
5 C -0.3707 -1.5884 0.6540
6 C -1.6998 -2.2259 1.2011
7 N -2.8086 -1.8277 0.0446
8 O -3.4141 -2.7362 -0.4507
9 C -2.3059 -1.6370 2.4808
10 C -1.6517 -3.7226 1.1433
11 C -3.8453 -0.6384 -1.8414
12 H -2.7557 0.9386 1.0579
13 H -4.2702 0.0910 1.1794
14 H -4.1120 1.2777 -0.1401
15 H -1.6729 0.9996 -1.3962
16 H -1.3136 -0.5471 -1.9322
17 H -0.7576 0.5741 0.8973
18 H 0.4800 0.2376 -0.2328
19 H 0.3376 -1.5341 1.4704
20 H 0.0073 -2.2142 -0.1588
21 H -2.6490 -0.5828 2.5358
22 H -1.6650 -1.7471 3.3875
23 H -3.2615 -2.1316 2.6701
24 H -0.9953 -4.1195 1.8566
25 H -1.4856 -4.0545 0.1633
26 H -2.6317 -4.0342 1.4966
27 H -3.2430 -1.1985 -2.5350
28 H -4.0528 0.3489 -2.2901
29 H -4.8402 -1.0419 -1.7258
30 C 1.4169 -9.1229 -3.2568
31 C 1.7112 -7.7790 -3.8973
32 C 1.0163 -7.4969 -5.1946
33 C 1.0646 -6.0593 -5.6926
34 C 0.3189 -5.1469 -4.7486
35 C 1.0352 -5.2032 -3.3467
36 N 1.2817 -6.6691 -2.8989
37 O 1.3044 -6.9439 -1.7958
38 C 0.1434 -4.4504 -2.3601
39 C 2.4286 -4.6702 -3.3519
40 C 3.2359 -7.6625 -4.0261
41 H 1.6240 -9.8374 -4.0184
42 H 0.4161 -9.1669 -2.8757
43 H 2.1116 -9.4069 -2.4622
44 H -0.0393 -7.7361 -5.1275
45 H 1.4865 -8.1914 -5.8533
46 H 0.6077 -6.0254 -6.6597
47 H 2.0994 -5.6995 -5.8336
48 H -0.6619 -5.6636 -4.6215
49 H 0.3271 -4.0960 -5.0969
50 H 0.7743 -4.2787 -1.4592
51 H -0.8231 -4.9002 -2.2018
52 H -0.0909 -3.4129 -2.6595
53 H 2.7268 -4.7277 -2.2852
54 H 2.4230 -3.6410 -3.6701
55 H 3.2336 -5.1822 -3.9425
56 H 3.5251 -7.1274 -4.9194
57 H 3.6989 -8.7002 -4.0401
58 H 3.7020 -7.1983 -3.1107
59 C -2.7185 4.4390 0.4769
60 C -3.3529 5.5691 1.1869
61 N -4.8944 5.3618 1.3306
62 C -5.4081 6.6286 1.8205
63 C -5.7017 4.8604 0.0967
64 C -5.4902 5.8432 -1.1031
65 C -4.9991 4.3568 2.5574
66 C -6.3372 3.9268 2.9327
67 O -6.9275 4.7921 3.8479
68 C -6.9427 4.1416 5.0995
69 H -2.8921 3.4769 0.9015
70 H -1.6237 4.5783 0.3842
71 H -3.0024 4.4478 -0.5589
72 H -3.1954 6.4944 0.6521
73 H -3.0498 5.6821 2.2181
74 H -5.5966 7.2924 0.9673
75 H -4.8183 7.0162 2.6491
76 H -6.3572 6.4273 2.3034
77 H -6.7022 4.7517 0.4860
78 H -5.2090 3.9387 -0.1504
79 H -6.0688 6.7953 -0.9464
80 H -5.9809 5.3019 -1.9506
81 H -4.4534 6.0334 -1.3007
82 H -4.5913 5.0608 3.2919
83 H -4.3366 3.4922 2.3124
84 H -6.2421 2.8804 3.2879
85 H -7.0142 3.7888 2.0564
86 H -7.1461 4.9019 5.8640
87 H -5.9427 3.7425 5.2880
88 H -7.7026 3.3356 5.1600
89 C 2.0325 2.9812 2.4501
90 C 2.0166 2.9625 3.9942
91 N 3.3392 3.2740 4.7696
92 C 3.8863 4.6137 4.4459
93 C 3.0385 3.1595 6.3380
94 C 4.2716 3.4104 7.2258
95 C 4.3503 2.1680 4.4758
96 C 3.6559 0.7794 4.4105
97 O 3.0747 0.5467 3.1926
98 C 2.1399 -0.5488 3.1346
99 H 0.9656 2.7878 2.1922
100 H 2.7086 2.3230 1.8786
101 H 2.1815 4.0058 2.0672
102 H 1.6774 2.0410 4.4046
103 H 1.2915 3.7351 4.1982
104 H 3.3399 5.3488 5.0595
105 H 3.7192 4.8368 3.4044
106 H 4.9879 4.5871 4.5037
107 H 2.6337 2.1539 6.4664
108 H 2.2412 3.9004 6.4620
109 H 4.8336 4.2635 6.9085
110 H 4.8385 2.4748 7.2183
111 H 3.9624 3.6296 8.2776
112 H 5.0175 2.1572 5.3596
113 H 4.9305 2.3467 3.5704
114 H 2.9913 0.6382 5.2728
115 H 4.4670 0.0300 4.6753
116 H 2.5561 -1.2936 2.4904
117 H 1.1268 -0.2177 2.8542
118 H 2.0866 -0.9858 4.1229
119 C 6.4163 -3.6870 -1.2082
120 C 5.9695 -2.8324 -0.0298
121 N 4.9923 -3.4142 0.8799
122 C 5.4699 -4.7932 1.3782
123 C 4.8032 -2.4757 2.1753
124 C 6.1594 -2.3952 2.9218
125 C 3.5419 -3.5252 0.3123
126 C 2.4995 -4.1698 1.2421
127 O 2.8609 -5.5442 1.4437
128 C 1.7580 -6.2709 2.0521
129 H 5.5457 -4.1300 -1.6336
130 H 7.1414 -4.3652 -0.8462
131 H 6.8332 -3.1057 -2.0200
132 H 5.5907 -1.8935 -0.4389
133 H 6.8333 -2.5468 0.5690
134 H 4.8391 -5.0480 2.2324
135 H 6.5008 -4.6974 1.5968
136 H 5.3220 -5.4506 0.5269
137 H 3.9686 -2.9592 2.7375
138 H 4.4836 -1.4788 1.8475
139 H 6.9521 -1.7447 2.4680
140 H 6.5601 -3.4176 3.0253
141 H 6.0094 -2.0422 3.9577
142 H 3.6276 -4.0842 -0.5915
143 H 3.3017 -2.5228 -0.0175
144 H 1.4948 -4.0798 0.8077
145 H 2.4273 -3.6457 2.2229
146 H 2.0839 -7.2894 1.9660
147 H 0.8203 -6.1686 1.4645
148 H 1.5732 -5.8489 3.0397
149 C -3.0761 2.5346 -6.6728
150 N -1.7038 2.5733 -6.1993
151 C -0.8648 3.5333 -6.6753
152 C 0.3335 3.9015 -6.0755
153 C 0.7830 3.0973 -4.9941
154 C -0.0014 2.0027 -4.5992
155 C -1.3054 1.8637 -5.1491
156 C 1.9903 3.4120 -4.2479
157 C 3.3119 3.3749 -4.7462
158 C 4.3227 3.8522 -4.0053
159 N 4.1865 4.3879 -2.7850
160 C 2.9516 4.5041 -2.3267
161 C 1.8854 3.9537 -2.9882
162 C 5.2707 4.9106 -1.9173
163 H -3.6525 2.4625 -5.7980
164 H -3.1524 1.6532 -7.3349
165 H -3.3000 3.5114 -7.1223
166 H -1.1920 4.1506 -7.5655
167 H 0.7481 4.8233 -6.3963
168 H 0.3553 1.3371 -3.8047
169 H -1.9480 1.0550 -4.8251
170 H 3.6054 2.9912 -5.7070
171 H 5.3534 3.6412 -4.2777
172 H 2.7955 5.0555 -1.3770
173 H 0.9221 4.0919 -2.5350
174 H 4.7411 5.3725 -1.1055
175 H 5.9095 5.5951 -2.4713
176 H 5.9874 4.1811 -1.5104
177 N 3.4553 -3.0922 7.1309
178 S 3.5705 -3.7673 5.6402
179 O 4.9234 -3.9119 5.2394
180 O 2.6448 -3.4259 4.6310
181 F 3.0294 -5.2010 6.0905
182 S 3.6642 -1.5794 7.3686
183 O 4.8454 -0.9911 6.7806
184 O 3.3332 -1.2543 8.7489
185 F 2.4583 -0.9659 6.3515
186 N -2.0880 6.5823 -3.3072
187 S -2.5204 6.1909 -4.7994
188 O -1.4949 6.3226 -5.7808
189 O -3.8771 6.5662 -5.0265
190 F -2.6786 4.5324 -4.6901
191 S -0.6038 6.8756 -2.7826
192 O 0.5439 6.6610 -3.6277
193 O -0.6114 6.4658 -1.4064
194 F -0.6918 8.4863 -2.8894
195 N 6.7705 0.6589 -0.6328
196 S 7.7071 1.4820 -1.5307
197 O 7.1415 2.5484 -2.2821
198 O 8.5978 0.6049 -2.1867
199 F 8.6375 2.2979 -0.4537
200 S 5.6070 1.2902 0.3949
201 O 4.4576 0.4854 0.2976
202 O 5.4813 2.7221 0.4100
203 F 6.1833 0.9827 1.8635
204 N -1.3271 5.4863 4.8097
205 S -1.3239 3.8431 4.6766
206 O -0.4680 3.0351 5.5095
207 O -1.5005 3.4974 3.3468
208 F -2.7762 3.4648 5.2489
209 S -0.2173 6.0075 5.8943
210 O 0.8282 6.7049 5.3001
211 O -0.0148 5.1969 7.0531
212 F -1.2074 7.1964 6.5000
213 N -4.2647 -2.0246 -5.7578
214 S -2.8726 -2.5767 -5.3132
215 O -2.2389 -1.7455 -4.2833
216 O -1.9023 -2.9773 -6.3001
217 F -3.3945 -3.9374 -4.5770
218 S -4.1901 -0.7742 -6.7353
219 O -2.8198 -0.3870 -7.1691
220 O -5.0875 0.2054 -6.3257
221 F -4.8619 -1.3550 -8.0586
222 N -6.1579 -2.1671 4.5846
223 S -6.5149 -0.7570 3.9826
224 O -7.8962 -0.8524 3.6760
225 O -5.5406 -0.2594 3.0400
226 F -6.4518 0.3512 5.0600
227 S -4.9357 -2.4648 5.6034
228 O -5.4458 -2.7613 6.9234
229 O -3.6892 -1.7605 5.4957
230 F -4.6714 -4.0541 4.9510
231 N 3.4587 0.5142 -4.4325
232 S 3.2367 0.1232 -2.8459
233 O 3.8609 -1.1140 -2.3781
234 O 1.8682 0.3729 -2.3892
235 F 4.0753 1.2976 -2.2516
236 S 3.1280 -0.6285 -5.3897
237 O 3.0198 0.0273 -6.6040
238 O 2.0645 -1.5277 -5.0182
239 F 4.3380 -1.6240 -5.3741
240 N -1.6447 -8.4703 -2.1278
241 S -1.5431 -8.0109 -0.5589
242 O -2.6022 -8.3338 0.3485
243 O -0.8718 -6.7758 -0.4678
244 F -0.2768 -9.1228 -0.1524
245 S -2.8387 -9.2413 -2.6946
246 O -2.6879 -9.2530 -4.1014
247 O -4.1512 -9.1687 -2.0797
248 F -2.4412 -10.7322 -2.2303
249 N -10.3519 3.8512 -0.4136
250 S -9.8841 5.2788 0.1541
251 O -8.4952 5.4429 0.1772
252 O -10.6178 5.6941 1.3209
253 F -10.3377 6.2175 -1.0087
254 S -9.7036 2.5562 0.0897
255 O -9.9414 1.4831 -0.8492
256 O -9.9338 2.3348 1.5067
257 F -8.0476 2.8102 0.0994

Results
* electronic energy: -15049.216827 Eh
* net charge: -2

These are the Löwdin partial charges, in e, on atoms 1 to 99:
1. C 0.010
2. C -0.400
3. C -0.097
4. C -0.118
5. C -0.073
6. C -0.339
7. N 0.050
8. O 0.220
9. C 0.002
10. C -0.012
11. C -0.004
12. H 0.065
13. H 0.060
14. H 0.105
15. H 0.127
16. H 0.101
17. H 0.093
18. H 0.090
19. H 0.082
20. H 0.103
21. H 0.085
22. H 0.119
23. H 0.087
24. H 0.089
25. H 0.058
26. H 0.111
27. H 0.032
28. H 0.106
29. H 0.098
30. C -0.007
31. C -0.425
32. C -0.118
33. C -0.172
34. C -0.088
35. C -0.397
36. N 0.013
37. O 0.218
38. C -0.004
39. C -0.003
40. C -0.019
41. H 0.094
42. H 0.054
43. H 0.102
44. H 0.133
45. H 0.126
46. H 0.118
47. H 0.116
48. H 0.145
49. H 0.138
50. H 0.078
51. H 0.086
52. H 0.110
53. H 0.082
54. H 0.087
55. H 0.097
56. H 0.076
57. H 0.115
58. H 0.107
59. C -0.082
60. C -0.145
61. N -0.237
62. C -0.015
63. C -0.119
64. C -0.035
65. C -0.054
66. C -0.237
67. O -0.165
68. C -0.087
69. H 0.042
70. H 0.094
71. H 0.069
72. H 0.128
73. H 0.107
74. H 0.107
75. H 0.119
76. H 0.104
77. H 0.051
78. H 0.108
79. H 0.088
80. H 0.105
81. H 0.047
82. H 0.133
83. H 0.141
84. H 0.140
85. H 0.129
86. H 0.092
87. H 0.087
88. H 0.109
89. C -0.036
90. C -0.132
91. N -0.222
92. C 0.008
93. C -0.092
94. C -0.047
95. C -0.050
96. C -0.245
97. O -0.213
98. C -0.024
99. H 0.087



No. 4
This record from the OMol25 dataset describes a structure of composition C5H5NO2. The level of theory is ωB97M-V with the def2-TZVPD basis set.

Geometry (Å):
1 C 2.1704 0.5733 0.4917
2 C 1.3373 -0.5628 -0.2301
3 C -0.2389 -0.4881 -0.0945
4 C -2.2889 -0.8160 0.2237
5 C -2.1685 0.4190 -0.4495
6 H 1.7402 0.9017 1.4568
7 H 3.2191 0.4189 0.5020
8 H 2.1206 1.7659 -0.1546
9 H -2.9505 -1.3090 0.4063
10 H -2.9838 1.1574 -0.9746
11 N -0.9720 -1.3324 0.4430
12 O 1.8387 -1.3584 -0.9362
13 O -0.8236 0.6305 -0.6839

Results
* relative energy (zero: lowest compared OMol25 entry of this formula, charge and spin): 98.8 kcal/mol
* electronic energy: -398.621061 Eh
* net charge: 0

Per-atom Löwdin charges, elementary charge units:
1. C -0.014
2. C -0.344
3. C -0.312
4. C -0.016
5. C -0.051
6. H 0.063
7. H 0.034
8. H 0.181
9. H -0.045
10. H 0.175
11. N 0.167
12. O 0.135
13. O 0.028



| no. | highest occupied orbital energy (eV) | gap between HOMO and LUMO (eV) |
| --- | --- | --- |
| 1 | -9.3 | 10.40 |
| 2 | 0.3 | 2.40 |
| 3 | -6.0 | 5.98 |
| 4 | -9.7 | 10.28 |